{"formula": "ClH3N2OS", "method": "the ωB97M-V functional and the def2-TZVPD basis", "relative_energy_kcal_mol": 31.7, "smiles": "N=S(=N)=O.Cl", "energy_ha": -1044.82644, "lumo_energy_ev": -0.27, "homo_energy_ev": -10.90, "species": ["Cl", "S", "O", "N", "N", "H", "H", "H"], "positions_angstrom": [[-3.586, -0.446, -0.073], [1.458, -0.525, -0.091], [1.011, -1.741, 0.634], [0.549, 0.555, -0.675], [2.965, -0.592, -0.400], [3.351, 0.168, -0.949], [-3.504, -1.063, -1.097], [-0.366, 0.686, -0.492]], "atomic_forces_ev_per_a": [[-0.18, 1.72, 2.79], [-0.35, -1.77, -0.19], [0.43, 2.84, -1.22], [5.80, -1.40, -0.22], [-1.78, 0.13, 0.47], [-0.38, 0.34, -0.01], [0.22, -1.70, -2.80], [-3.76, -0.15, 1.18]]}